(1)
98
Properties=species:S:1:pos:R:3:lowdin_charge:R:1 method="wB97M-V/def2-TZVPD" max_force_ha_per_bohr=0.0212 energy_ha=-2715.815997 homo_energy_ev=-9.7654 smiles="O=C1c2ccccc2C(=O)c2ccccc21.O=C1c2ccccc2C(=O)c2ccccc21.O=C1c2ccccc2C(=O)c2ccccc21.CCB1OBOB(OC[C@H](C)O)O1" orbital_gap_ev=8.6796
C 1.242 0.421 -5.484 -0.081
C -1.489 -3.660 3.153 -0.054
H -2.058 0.159 -6.170 0.108
C -1.945 0.270 -1.745 -0.051
H -1.815 -1.386 5.654 0.119
C 5.845 1.469 -3.994 -0.057
H 5.054 -0.181 7.345 0.107
C -1.660 -1.775 -0.510 0.006
H 1.821 2.459 3.211 0.070
C 1.897 2.898 4.206 -0.092
H -4.456 -5.985 -0.239 0.120
O 1.683 1.689 -3.552 0.097
O -5.496 -1.283 -3.308 0.106
H -2.082 -4.223 2.444 0.091
C 6.355 0.671 -5.012 -0.056
H -1.271 3.903 1.000 0.150
B 0.072 6.104 2.177 -0.710
H -2.645 3.729 -0.634 0.104
H 2.665 3.672 4.168 0.076
O -1.081 6.742 2.641 0.279
H 0.391 -4.453 2.463 0.123
H 5.872 -0.617 -6.672 0.120
C 2.932 -2.372 4.981 -0.082
O -2.657 -4.336 0.073 0.089
C -0.815 4.115 0.021 -0.396
H 1.337 3.849 0.101 0.090
H -3.716 0.387 -2.965 0.120
C 0.823 -1.356 5.905 -0.280
C -7.017 -5.029 -2.250 -0.056
H -1.508 6.159 0.021 0.136
C 0.032 -2.180 4.947 -0.086
H 0.417 2.414 0.538 0.075
C 3.077 -0.693 6.705 -0.008
H 0.501 2.916 -1.162 0.076
O 0.392 6.052 0.865 0.136
C -0.990 0.009 -6.261 -0.053
H 4.058 2.213 -3.046 0.120
C -2.108 -2.799 4.053 -0.051
C 0.655 -3.051 4.050 -0.082
H 1.293 -1.576 -8.212 0.121
C -5.344 -3.311 -2.112 -0.082
H -0.163 5.845 -1.083 0.143
C 0.880 -0.970 -7.418 -0.001
H 2.255 2.116 4.873 0.059
H -2.851 6.046 3.813 0.118
C 4.476 1.602 -3.834 -0.002
H -0.501 1.244 -4.567 0.111
H 6.156 -1.775 5.811 0.107
C -0.110 -3.787 3.153 0.003
C 0.551 3.461 4.680 -0.103
O 3.666 -1.282 -7.550 0.109
H -7.964 -5.386 -2.634 0.108
C 4.318 -2.478 4.971 -0.002
H -0.282 -0.134 -0.450 0.106
C 0.440 3.274 -0.133 -0.009
C 3.611 0.943 -4.699 -0.083
C -3.304 -3.635 -0.678 -0.268
H -0.267 2.834 4.297 0.121
B -1.668 6.166 3.753 -0.319
C -3.585 -1.473 -1.935 -0.084
H -1.161 -1.251 -7.991 0.108
C 5.497 0.011 -5.875 -0.002
H 6.519 1.986 -3.323 0.108
H 2.574 -0.006 7.372 0.120
H 4.780 -3.179 4.289 0.120
C -0.565 5.616 -0.095 -0.116
C -0.128 0.615 -5.364 -0.002
O -0.841 5.641 4.720 0.257
C 2.142 1.085 -4.498 -0.276
H -6.623 -6.817 -1.129 0.108
C -1.209 -0.512 -0.861 -0.042
C -5.056 -5.377 -0.902 -0.002
C -4.866 -1.958 -2.523 -0.278
C -6.264 -5.833 -1.402 -0.056
H 0.447 3.411 5.768 0.113
C 2.310 -1.481 5.856 -0.085
C 5.077 -1.692 5.821 -0.057
H -3.186 -2.704 4.053 0.108
C -1.352 -2.061 4.947 -0.003
O 0.281 -0.608 6.690 0.102
H -1.102 -2.400 0.174 0.113
O -1.748 3.757 -1.004 -0.040
C -2.847 -2.263 -1.050 -0.079
C -6.557 -3.773 -2.608 -0.002
C 1.750 -0.366 -6.518 -0.083
C -3.130 -0.207 -2.277 0.000
C -0.485 -0.785 -7.287 -0.055
C 3.220 -0.571 -6.677 -0.276
H 7.425 0.565 -5.131 0.108
C 4.457 -0.797 6.685 -0.058
H -7.125 -3.133 -3.270 0.120
O 2.680 -4.002 3.292 0.108
H -1.591 1.258 -2.017 0.094
O 0.874 5.471 3.115 0.324
B 0.217 4.898 4.191 -0.531
C 2.139 -3.216 4.039 -0.278
C -4.595 -4.113 -1.251 -0.083
C 4.122 0.147 -5.726 -0.081

***

(2)
97
Properties=species:S:1:pos:R:3:mulliken_spin:R:1 method="wB97M-V/def2-TZVPD" max_force_ha_per_bohr=0.0039 energy_ha=-3353.060119 homo_energy_ev="-17.5177 / -17.5050" total_charge=+4 orbital_gap_ev="6.9178 / 4.0386" e_above_lowest_kcal_mol=0.00 multiplicity=5
H 1.190 -2.767 7.249 0.000
H -0.567 -2.209 -2.244 0.009
O -0.792 2.912 -0.035 0.019
C 0.204 -2.296 -1.490 0.142
C 1.847 -1.219 -0.036 0.101
H -0.014 -1.034 -6.379 0.000
C -3.948 -2.340 1.431 -0.017
H -1.685 5.670 1.306 -0.001
C 2.213 0.701 -3.735 0.003
C 0.502 0.303 5.928 0.001
C 0.846 -1.164 -1.016 0.000
H 1.090 -2.858 4.872 -0.002
H -0.870 -0.730 -4.095 0.005
H 1.589 -5.829 -0.049 0.000
H 4.490 -4.010 2.522 0.003
H -3.008 3.829 -1.411 -0.003
H 3.390 0.091 -7.517 0.000
N -8.597 0.989 -0.794 0.000
H -3.667 -3.260 1.922 0.000
N -3.731 2.077 -0.610 -0.130
C 4.719 1.243 0.254 0.004
H 3.826 -1.541 -1.534 0.001
C 1.606 -3.666 -0.076 -0.075
H 0.377 0.875 6.838 0.000
C 0.850 -1.170 3.586 0.013
C -3.896 3.236 -1.239 0.051
C 4.208 2.168 1.191 0.001
S 0.464 0.443 -1.737 0.013
H 2.389 -1.360 -7.658 0.000
C -6.120 1.641 -0.792 -0.001
C 0.586 -3.553 -1.026 0.116
C -5.146 3.658 -1.686 -0.007
C -4.559 0.026 0.221 0.024
H 0.233 2.007 4.658 -0.001
C 2.230 -2.496 0.441 0.008
H -6.033 -2.815 1.313 0.000
C 2.384 -0.302 -7.390 0.000
C -0.856 4.171 0.172 -0.021
C 2.599 -0.004 0.390 0.040
C 3.910 0.156 -0.167 -0.009
H 6.069 -1.225 -2.408 0.000
C 2.680 0.512 -5.025 -0.001
C -2.969 -1.388 1.146 0.053
O -8.893 2.160 -0.907 0.000
C 0.747 -1.069 6.007 0.000
H 3.423 -6.048 1.588 0.003
C -5.592 -0.874 0.470 -0.001
C 3.261 -2.656 1.396 0.227
C 0.613 -0.568 -5.630 0.001
C 6.025 1.394 -0.278 0.001
C -6.257 2.878 -1.467 0.029
H 0.113 -4.442 -1.421 -0.001
H -7.227 3.203 -1.808 -0.001
C 2.053 -4.939 0.356 0.269
H -0.060 5.974 -0.420 -0.001
O -0.513 0.335 1.140 -0.148
C 3.093 -5.063 1.284 0.055
H 1.482 -1.197 8.011 0.000
C 0.948 0.219 -3.406 0.015
C -5.259 -2.090 1.095 0.030
C 2.933 2.049 1.663 0.002
H -5.232 4.600 -2.209 0.000
H 3.735 -1.781 1.822 0.043
H 7.499 0.632 -1.609 0.000
H -7.751 -1.181 0.270 0.000
H 0.976 -1.738 2.678 0.000
C -4.823 1.280 -0.407 -0.004
C 0.420 0.942 4.703 0.000
C 3.687 -3.927 1.802 0.029
H 4.832 2.992 1.512 0.000
H -0.164 -1.778 7.800 0.000
C 0.909 -1.793 4.816 -0.003
C -7.166 0.686 -0.495 -0.001
C 0.824 -1.747 7.337 0.000
N -3.263 -0.236 0.550 0.036
C 0.133 -0.412 -4.347 0.000
H -2.155 4.074 1.736 0.013
C -6.923 -0.508 0.088 0.000
S 0.525 1.114 2.042 0.001
O -9.339 0.045 -0.870 0.000
H 1.723 0.209 -8.092 0.000
N -0.098 4.977 -0.564 0.001
H 3.660 0.883 -5.295 0.000
C 2.127 0.957 1.264 0.012
C 5.688 -0.548 -1.655 -0.001
C 0.604 0.203 3.535 -0.002
H 2.824 1.214 -3.001 0.000
C 1.894 -0.120 -5.990 0.002
Ru -1.973 1.249 0.054 2.905
H 6.633 2.221 0.065 0.000
C 4.429 -0.727 -1.154 0.013
O -1.094 0.448 -1.730 0.123
H 0.480 4.580 -1.286 0.001
C 6.503 0.514 -1.206 0.000
H 2.540 2.784 2.354 0.001
N -1.658 4.681 1.108 0.010
H -1.929 -1.529 1.408 0.004

***

(3)
94
Properties=species:S:1:pos:R:3:lowdin_charge:R:1 method="wB97M-V/def2-TZVPD" max_force_ha_per_bohr=0.0421 energy_ha=-6344.058995 homo_energy_ev=-7.4866 orbital_gap_ev=7.2141 e_above_lowest_kcal_mol=5.88
H 16.562 17.929 13.756 0.116
C 11.150 18.769 10.575 -0.416
Lu 10.511 14.711 10.364 1.525
C 8.728 10.839 7.747 -0.072
C 9.594 10.235 6.851 -0.066
H 9.884 11.248 15.454 0.094
P 12.103 17.225 10.380 0.999
H 5.339 20.284 11.108 0.095
O 6.784 16.422 9.193 0.097
O 7.095 15.923 11.992 0.107
H 14.847 17.302 8.786 0.096
C 6.378 20.791 9.333 -0.072
H 7.659 10.883 7.536 0.113
C 10.945 10.149 7.162 -0.067
C 7.386 20.709 11.522 -0.122
C 10.676 11.501 13.488 -0.108
H 13.723 24.356 9.100 0.113
H 14.528 22.167 10.019 0.091
H 11.434 24.997 9.521 0.100
C 7.637 21.044 8.808 -0.079
C 10.344 9.588 12.049 -0.082
C 10.080 10.803 14.516 -0.079
H 5.478 20.761 8.727 0.106
H 10.429 9.130 11.050 0.111
C 8.749 21.046 9.628 -0.147
C 10.987 19.181 12.028 -0.435
H 14.039 19.281 10.524 0.099
C 10.907 23.263 10.675 -0.135
C 14.267 17.852 6.849 -0.090
C 12.660 21.704 10.997 -0.141
C 13.535 22.484 10.242 -0.076
H 15.206 15.898 13.955 0.102
C 12.238 13.630 8.910 -0.429
H 9.250 7.933 12.876 0.109
H 11.658 9.667 6.513 0.108
H 11.636 19.564 9.976 0.082
H 13.261 15.543 12.425 0.091
C 10.843 10.897 12.249 -0.354
C 13.913 16.413 12.317 -0.092
C 9.191 11.345 8.948 -0.099
H 15.329 17.939 6.532 0.117
H 12.496 10.744 8.453 0.104
O 8.763 14.506 11.465 -0.304
C 7.722 15.838 9.637 -0.569
C 11.645 17.590 7.648 -0.101
C 13.986 17.512 8.178 -0.080
O 8.883 15.648 9.025 -0.229
C 6.258 20.637 10.712 -0.077
C 15.686 17.798 13.096 -0.067
C 7.769 15.361 11.191 -0.550
H 10.639 17.459 7.942 0.082
H 13.575 10.540 12.094 0.113
C 13.373 12.871 9.594 -0.298
H 8.518 11.819 9.680 0.119
H 13.564 18.411 4.967 0.101
H 10.165 18.577 10.136 0.078
H 10.330 18.500 12.568 0.061
H 7.765 21.153 7.729 0.107
C 11.753 24.064 9.956 -0.098
C 11.439 10.723 8.311 -0.067
H 9.754 21.216 9.217 0.105
H 7.279 20.580 12.589 0.083
H 9.869 23.666 10.878 0.130
H 16.639 11.815 9.393 0.117
C 10.531 11.248 9.263 -0.375
C 13.585 17.381 11.391 -0.405
C 12.969 12.128 10.678 -0.335
H 15.938 19.685 12.057 0.110
C 9.561 9.528 14.301 -0.080
C 15.589 11.896 9.748 -0.071
C 14.688 12.766 9.151 -0.035
H 9.244 9.824 5.920 0.104
C 11.345 22.045 11.203 -0.438
H 11.950 19.144 12.532 0.046
C 15.164 11.123 10.826 -0.098
H 11.139 18.025 5.665 0.116
C 14.979 16.615 13.195 -0.068
P 11.142 12.000 10.799 1.013
C 13.271 18.107 5.948 -0.078
C 15.393 18.751 12.105 -0.060
C 9.661 8.926 13.058 -0.083
C 13.876 11.220 11.274 -0.080
H 9.001 9.062 15.114 0.109
C 12.651 17.387 8.615 -0.329
C 8.669 20.898 10.979 -0.405
C 13.087 23.698 9.731 -0.081
C 11.960 17.939 6.374 -0.072
H 15.013 13.339 8.259 0.126
As 10.157 20.968 12.314 1.313
H 13.043 20.824 11.447 0.056
O 12.394 13.786 7.689 -0.056
H 15.822 10.393 11.293 0.107
H 10.947 12.550 13.605 0.102
C 14.341 18.540 11.254 -0.124